Here is 6 unconnected molecules or ions with the total composition C54H114N6O6 from the OMol25 dataset. Energies are from wB97M-V/def2-TZVPD.

The charge is 0. The LUMO energy comes out at 0.46 eV. The calculation puts the HOMO-LUMO gap at 8.048 eV. The maximum force comes out at 4.88 eV/Å.

CARTESIAN COORDINATES (ANGSTROEM)
C1 -2.27158 2.74088 0.88531
C2 -0.84712 3.25392 0.78404
C3 -0.92047 4.57236 -0.04373
C4 -0.34182 3.66019 2.20334
C5 0.12064 2.47344 3.08942
C6 1.17840 1.60799 2.31979
C7 0.68575 1.24141 0.91297
C8 1.91466 0.60562 0.19568
C9 -0.35582 0.16605 1.21793
N1 0.18958 2.41130 0.20799
O1 -0.14481 2.06787 -1.09948
H1 -2.49783 1.94524 1.59514
H2 -3.06291 3.48068 1.00604
H3 -2.47373 2.32268 -0.10077
H4 -0.00256 5.14717 -0.16679
H5 -1.27927 4.32647 -1.04319
H6 -1.66888 5.19307 0.44892
H7 0.44061 4.41847 2.23360
H8 -1.23168 4.15699 2.58990
H9 0.48788 2.99065 3.97584
H10 -0.84639 2.05009 3.36096
H11 1.35030 0.67380 2.85441
H12 2.03121 2.28635 2.29436
H13 2.38272 -0.10263 0.87935
H14 2.79303 1.23008 0.03247
H15 1.72686 0.13079 -0.76732
H16 -1.19530 0.29246 1.90160
H17 0.07514 -0.81950 1.39419
H18 -0.92384 0.14741 0.28782
H19 0.59388 2.41149 -1.60727
C10 5.96391 5.55365 2.60843
C11 6.25117 5.79487 1.09950
C12 5.89557 7.22643 0.63300
C13 7.81695 5.76867 1.02487
C14 8.43444 5.23701 -0.27023
C15 7.77577 3.98612 -0.79031
C16 6.23514 4.18972 -0.94745
C17 6.03322 5.05680 -2.17909
C18 5.67597 2.77433 -1.28917
N2 5.63256 4.63176 0.34445
O2 4.22909 4.74214 0.26087
H20 6.25501 6.42052 3.20164
H21 4.87557 5.51603 2.65550
H22 6.37607 4.58103 2.87718
H23 6.29150 7.45205 -0.35717
H24 4.82293 7.41832 0.60620
H25 6.30013 7.95947 1.33092
H26 8.34816 6.68930 1.26641
H27 8.07070 5.00916 1.76437
H28 8.48210 6.03935 -1.00649
H29 9.44505 4.94544 0.01569
H30 7.98606 3.14944 -0.12409
H31 8.31011 3.78347 -1.71849
H32 6.21635 4.40384 -3.03243
H33 6.56921 6.00093 -2.08191
H34 4.96868 5.24092 -2.32382
H35 4.59265 2.78159 -1.40941
H36 5.87975 2.11319 -0.44687
H37 6.00005 2.23830 -2.18121
H38 4.04069 4.17000 1.00837
C19 -3.88734 3.99157 -3.02053
C20 -3.78151 2.74745 -3.90057
C21 -2.62908 2.93363 -4.97198
C22 -3.36954 1.48311 -3.10315
C23 -4.45193 0.82401 -2.21174
C24 -5.67325 0.56662 -3.03826
C25 -6.07833 1.80770 -3.83811
C26 -7.08044 1.26916 -4.90249
C27 -6.81175 2.70070 -2.82043
N3 -5.02980 2.45394 -4.64976
O3 -5.41739 3.47181 -5.51837
H39 -2.88806 4.41824 -2.93393
H40 -4.56994 4.75995 -3.38352
H41 -4.25519 3.69360 -2.03870
H42 -2.67896 3.90353 -5.46685
H43 -1.67210 2.79404 -4.46918
H44 -2.75093 2.15001 -5.71977
H45 -2.98572 0.77261 -3.83525
H46 -2.56046 1.80584 -2.44791
H47 -4.16647 -0.20790 -2.00736
H48 -4.55178 1.25984 -1.21767
H49 -6.41242 0.20825 -2.32181
H50 -5.68681 -0.33944 -3.64405
H51 -7.60356 2.11101 -5.35608
H52 -7.82973 0.59879 -4.48147
H53 -6.52964 0.73816 -5.67886
H54 -7.03405 3.67748 -3.25007
H55 -6.24853 3.03072 -1.94752
H56 -7.80644 2.33256 -2.56910
H57 -5.38756 3.01636 -6.36293
C28 -3.67434 -3.22295 4.00752
C29 -3.78305 -1.70391 3.41457
C30 -2.63661 -0.88433 3.97624
C31 -3.59000 -1.88465 1.85558
C32 -4.18642 -0.72959 1.04526
C33 -5.67655 -0.59710 1.44007
C34 -5.91709 -0.23413 2.93185
C35 -5.55439 1.23491 3.17514
C36 -7.44335 -0.45961 3.13857
N4 -5.12077 -1.19526 3.81436
O4 -5.29019 -1.03994 5.19250
H58 -3.96980 -3.09230 5.04855
H59 -4.41945 -3.90371 3.59586
H60 -2.74575 -3.79271 3.97279
H61 -2.68037 0.08412 3.47796
H62 -2.81776 -0.62656 5.01971
H63 -1.60285 -1.16957 3.78109
H64 -2.50555 -1.96193 1.77739
H65 -4.01502 -2.82685 1.50957
H66 -3.67477 0.15595 1.42225
H67 -4.04859 -0.92771 -0.01769
H68 -6.16154 -1.52508 1.13719
H69 -6.15693 0.11410 0.76811
H70 -6.12999 1.64886 4.00304
H71 -5.83698 1.89817 2.35762
H72 -4.48665 1.40167 3.31737
H73 -7.64124 -0.19775 4.17798
H74 -7.64190 -1.52899 3.06705
H75 -8.23280 0.10451 2.64194
H76 -5.78039 -1.84301 5.38324
C37 -0.88823 -2.42679 -1.12363
C38 -0.59829 -2.82350 -2.56848
C39 -1.80839 -3.47916 -3.27109
C40 -0.12601 -1.52863 -3.30729
C41 0.71578 -1.75663 -4.61311
C42 2.00386 -2.52998 -4.06977
C43 1.69645 -3.87341 -3.33194
C44 1.44859 -5.04478 -4.41051
C45 2.94823 -4.22634 -2.55233
N5 0.56318 -3.78657 -2.44663
O5 0.36998 -4.86215 -1.55073
H77 -1.33484 -3.28671 -0.62446
H78 -0.05510 -2.14644 -0.47912
H79 -1.64533 -1.64709 -1.04026
H80 -1.43356 -3.76469 -4.25398
H81 -2.13167 -4.38890 -2.76516
H82 -2.70420 -2.85866 -3.29590
H83 -0.99679 -0.98016 -3.66651
H84 0.34672 -0.86358 -2.58456
H85 0.12906 -2.22722 -5.40203
H86 1.02096 -0.78729 -5.00724
H87 2.61764 -1.82466 -3.50950
H88 2.55881 -2.72670 -4.98707
H89 1.08514 -5.97488 -3.97357
H90 2.32948 -5.50464 -4.85847
H91 0.71721 -4.80707 -5.18295
H92 2.96163 -5.23980 -2.15130
H93 2.91615 -3.64905 -1.62831
H94 3.77151 -3.95267 -3.21218
H95 0.84659 -4.58301 -0.76553
C46 4.14214 -5.87959 0.84986
C47 3.23917 -6.29984 2.07955
C48 2.81015 -7.74375 1.90857
C49 4.08182 -6.40545 3.42296
C50 4.20509 -5.08460 4.21280
C51 2.83925 -4.55360 4.35215
C52 2.05265 -4.23412 3.00328
C53 0.57945 -3.81890 3.50071
C54 2.68570 -2.89227 2.31202
N6 1.97734 -5.51510 2.24752
O6 1.21620 -5.41741 1.16190
H96 4.34383 -4.81827 0.99481
H97 5.13909 -6.30990 0.94485
H98 3.87986 -6.09419 -0.18612
H99 1.89406 -7.80270 1.32085
H100 3.62718 -8.41060 1.63312
H101 2.28519 -8.20204 2.74672
H102 3.77979 -7.20826 4.09554
H103 5.11592 -6.65055 3.18076
H104 4.74782 -5.24780 5.14388
H105 4.81045 -4.44187 3.57363
H106 2.94102 -3.63176 4.92482
H107 2.24109 -5.17789 5.01590
H108 0.53484 -2.91250 4.10448
H109 0.11427 -4.70389 3.93488
H110 0.06281 -3.45419 2.61292
H111 2.40399 -2.68630 1.27940
H112 3.76569 -3.01545 2.39291
H113 2.25089 -2.04946 2.84935
H114 0.47703 -6.01133 1.31183